9
Properties=species:S:1:pos:R:3:forces:R:3 method="wB97M-V/def2-TZVPD" largest_force_ha_per_bohr=0.0913 total_charge=0 e_homo_ha="-0.3451 / -0.3452" de_lowest_kcal_mol=140.56
C 0.184 -1.231 -0.242 -1.5 1.0 4.3
O 1.273 2.555 0.391 -0.3 -0.1 0.7
O 0.931 -0.029 0.096 -0.7 3.3 0.6
F -1.957 -0.228 2.034 1.1 0.7 -1.0
P 0.366 1.459 0.122 0.3 -2.6 -1.0
Br -0.902 1.786 -1.611 0.0 -0.2 0.8
H -0.790 -0.997 -0.584 -1.0 0.2 -0.3
H 0.097 -1.757 0.750 0.1 0.1 -1.4
H 0.798 -1.557 -0.957 2.0 -2.4 -2.7